{"formula": "C6H8EuO6", "method": "ωB97M-V with the def2-TZVPD basis set", "symbols": ["Eu", "O", "O", "O", "O", "O", "O", "C", "C", "C", "C", "C", "C", "H", "H", "H", "H", "H", "H", "H", "H"], "positions_angstrom": [[1.877, -0.284, 1.467], [-0.676, 2.181, -0.553], [1.728, 0.157, -0.766], [1.043, 1.435, 1.885], [-0.086, -0.832, -1.696], [0.140, 2.028, -2.593], [0.394, -1.588, 0.939], [-1.105, 1.609, 0.710], [-0.074, -2.516, 0.035], [-0.063, 1.529, -1.515], [0.360, -2.182, -1.385], [0.555, 0.167, -1.162], [-0.208, 2.009, 1.874], [-0.798, 1.743, 2.778], [-1.187, 0.518, 0.610], [1.446, -2.241, -1.525], [-1.181, -2.474, 0.072], [-0.132, 3.115, 1.869], [-0.151, -2.815, -2.117], [0.234, -3.564, 0.214], [-2.116, 2.006, 0.858]], "lowdin_charge": [1.41, 0.06, -0.05, -0.46, 0.06, 0.17, -0.46, -0.13, -0.33, -0.40, -0.11, -0.41, -0.33, 0.12, 0.12, 0.13, 0.12, 0.12, 0.13, 0.12, 0.13], "e_homo_ev": [-6.23, -9.34], "multiplicity": 8, "homo_lumo_gap_ev": [6.09, 8.95]}

***

{"formula": "C6H9NOS2", "method": "ωB97M-V with the def2-TZVPD basis set", "symbols": ["S", "S", "O", "N", "C", "C", "C", "C", "C", "C", "H", "H", "H", "H", "H", "H", "H", "H", "H"], "positions_angstrom": [[-2.916, 0.626, -0.053], [-1.141, -1.749, -0.089], [-3.974, -0.366, -0.152], [0.929, -0.293, 0.099], [-1.416, -0.076, -0.043], [1.498, -2.651, 0.078], [-0.114, 0.689, -0.005], [0.559, -1.496, 0.056], [0.075, 1.538, 1.348], [0.109, 1.523, -1.321], [2.542, -2.190, -0.142], [-0.398, 2.608, 1.305], [-0.692, 2.163, -1.524], [1.129, 1.826, 1.330], [1.374, -2.921, 1.082], [0.089, 0.870, 2.231], [0.253, 0.879, -2.095], [1.147, -3.204, -0.738], [0.947, 2.223, -1.368]], "lowdin_charge": [0.90, 1.06, -0.59, 0.06, -0.80, -0.05, -0.60, -0.67, -0.03, -0.01, 0.13, 0.12, 0.05, 0.06, 0.07, 0.09, 0.05, 0.05, 0.09], "e_homo_ev": -8.28, "multiplicity": 1, "homo_lumo_gap_ev": 8.19}

***

{"formula": "C11H12", "method": "ωB97M-V with the def2-TZVPD basis set", "symbols": ["C", "C", "C", "C", "C", "C", "C", "C", "C", "C", "C", "H", "H", "H", "H", "H", "H", "H", "H", "H", "H", "H", "H"], "positions_angstrom": [[2.837, -0.443, -0.297], [-0.405, 0.788, 0.104], [-2.221, -0.872, -0.520], [-4.134, 0.787, 0.609], [1.855, 0.457, -0.054], [-3.547, -1.266, -0.548], [-4.509, -0.367, -0.134], [4.214, -0.421, 0.384], [0.582, 0.242, -0.593], [-1.792, 0.318, 0.118], [-2.771, 1.075, 0.823], [-4.880, 1.373, 1.067], [-2.309, 1.759, 1.515], [1.808, 1.306, 0.590], [0.229, -0.404, -1.444], [4.960, -0.059, -0.416], [-0.073, 1.531, 0.802], [-5.543, -0.578, -0.201], [2.708, -1.252, -1.015], [4.246, 0.361, 1.139], [-1.493, -1.642, -1.031], [4.433, -1.408, 0.732], [-3.953, -2.235, -0.892]], "lowdin_charge": [-0.13, -0.08, -0.05, -0.06, -0.14, -0.11, -0.10, -0.10, -0.13, -0.21, -0.03, 0.08, 0.10, 0.10, 0.13, 0.10, 0.10, 0.08, 0.10, 0.06, 0.14, 0.05, 0.11], "e_homo_ev": -7.65, "multiplicity": 1, "homo_lumo_gap_ev": 8.16}

***

{"formula": "C26H27Cl5FLaN3O2S", "method": "ωB97M-V with the def2-TZVPD basis set", "symbols": ["La", "Cl", "Cl", "Cl", "Cl", "Cl", "S", "F", "O", "O", "N", "N", "N", "C", "C", "C", "C", "C", "C", "C", "C", "C", "C", "C", "C", "C", "C", "C", "C", "C", "C", "C", "C", "C", "C", "C", "C", "C", "C", "H", "H", "H", "H", "H", "H", "H", "H", "H", "H", "H", "H", "H", "H", "H", "H", "H", "H", "H", "H", "H", "H", "H", "H", "H", "H", "H"], "positions_angstrom": [[0.531, -1.868, -1.076], [2.039, -6.698, 4.385], [-0.091, -6.671, 2.116], [4.174, -4.416, 4.501], [-0.139, -4.356, 0.012], [4.151, -2.134, 2.356], [-2.257, -1.269, -0.498], [0.430, -2.672, -2.990], [-3.305, -0.362, 4.203], [1.879, -2.287, 0.481], [-2.789, -0.546, 2.009], [-2.040, 1.142, 0.596], [-0.209, -0.746, -4.840], [0.433, 2.353, -3.435], [0.227, 1.866, 5.002], [-1.326, 3.335, 1.558], [1.054, -4.364, 1.315], [1.062, -5.407, 2.235], [-0.806, 0.247, -3.840], [-0.981, 4.064, 0.256], [0.912, 0.419, -1.972], [-1.288, -1.598, -5.449], [-1.015, 1.332, 4.684], [-2.477, -0.157, 3.358], [0.218, 1.026, -3.045], [2.935, -3.361, 2.358], [1.393, 3.125, -2.788], [0.009, -0.015, 2.975], [-2.462, 2.341, 1.377], [1.253, 0.504, 3.296], [2.960, -4.394, 3.292], [1.960, -3.308, 1.360], [-1.125, 0.410, 3.653], [2.114, 2.565, -1.740], [-2.319, -0.121, 0.792], [0.634, -0.098, -5.899], [2.015, -5.421, 3.240], [1.361, 1.454, 4.305], [1.865, 1.249, -1.351], [1.119, -0.880, -6.482], [2.135, 0.151, 2.775], [-0.614, 3.377, -0.522], [-1.858, 4.596, -0.140], [-0.015, 0.496, -6.541], [-2.013, -0.941, -5.925], [-0.454, 2.804, 1.943], [1.566, 4.156, -3.092], [-1.443, 0.915, -4.419], [-3.276, 2.807, 0.824], [-1.440, -0.356, -3.210], [-0.188, 4.803, 0.418], [-0.845, -2.262, -6.186], [2.336, 1.866, 4.559], [-2.860, 2.040, 2.327], [-1.750, -2.179, -4.661], [-0.151, 2.794, -4.253], [-0.067, -0.791, 2.230], [-3.405, -1.335, 1.961], [2.461, 0.861, -0.518], [-1.909, 1.628, 5.225], [-1.627, 4.052, 2.324], [2.872, 3.156, -1.227], [1.375, 0.534, -5.429], [0.313, 2.593, 5.804], [-1.608, 1.322, -0.299], [0.364, -1.373, -4.277]], "lowdin_charge": [1.69, 0.71, 0.72, 0.72, 0.67, 0.73, 0.56, -0.61, 0.14, -0.46, 0.11, 0.07, -0.18, -0.07, -0.05, -0.22, -0.54, -0.70, -0.11, -0.09, -0.28, 0.01, -0.01, -0.38, -0.30, -0.60, -0.09, -0.03, -0.13, -0.06, -0.69, -0.45, -0.17, -0.09, -0.78, 0.03, -0.71, -0.06, -0.15, 0.11, 0.09, 0.05, 0.08, 0.11, 0.11, 0.10, 0.11, 0.13, 0.13, 0.07, 0.08, 0.11, 0.12, 0.11, 0.10, 0.12, 0.10, 0.13, 0.09, 0.13, 0.12, 0.11, 0.10, 0.11, 0.12, 0.10], "e_homo_ev": -10.97, "total_charge": 1, "multiplicity": 1, "homo_lumo_gap_ev": 8.30}

***

{"formula": "C11H21NSi", "method": "ωB97M-V with the def2-TZVPD basis set", "symbols": ["Si", "N", "C", "C", "C", "C", "C", "C", "C", "C", "C", "C", "C", "H", "H", "H", "H", "H", "H", "H", "H", "H", "H", "H", "H", "H", "H", "H", "H", "H", "H", "H", "H", "H"], "positions_angstrom": [[1.292, 1.339, -0.107], [-0.369, 0.839, 0.139], [-1.547, -1.670, 0.065], [-0.498, -1.916, -2.501], [-1.724, -1.400, -2.329], [-2.114, -1.832, 1.374], [1.264, 2.988, 0.960], [-2.290, -1.332, -1.048], [0.307, -2.219, -1.378], [-1.377, -1.033, 2.491], [1.993, 1.496, -1.915], [-0.218, -2.070, -0.107], [2.400, 0.006, 0.613], [-0.172, -2.183, -3.486], [2.482, 0.549, -2.223], [0.185, -2.578, 0.824], [-2.095, -2.879, 1.608], [2.010, -0.311, 1.628], [2.811, 2.181, -1.821], [2.210, -0.975, 0.004], [-3.155, -1.560, 1.297], [-1.070, -0.017, 1.972], [0.219, 3.512, 0.913], [1.547, 2.838, 1.946], [-0.841, 0.096, -0.462], [-2.223, -1.129, -3.193], [1.392, -2.469, -1.542], [2.073, 3.774, 0.517], [1.234, 1.917, -2.715], [3.407, 0.256, 0.611], [-1.048, 1.573, 0.133], [-0.425, -1.514, 2.698], [-2.112, -0.928, 3.378], [-3.330, -1.020, -1.156]], "lowdin_charge": [0.45, -0.08, -0.34, -0.09, -0.10, -0.23, -0.19, -0.05, -0.07, -0.09, -0.20, -0.09, -0.19, 0.10, 0.02, 0.15, 0.11, 0.04, -0.01, 0.04, 0.11, 0.08, 0.05, -0.04, 0.03, 0.09, 0.12, 0.07, 0.06, -0.01, 0.03, 0.05, 0.09, 0.12], "e_homo_ev": -8.70, "multiplicity": 1, "homo_lumo_gap_ev": 9.58}

***

{"formula": "C3H6N2", "method": "ωB97M-V with the def2-TZVPD basis set", "symbols": ["N", "N", "C", "C", "C", "H", "H", "H", "H", "H", "H"], "positions_angstrom": [[-1.182, -0.750, -0.006], [-1.177, 1.331, 2.725], [0.448, 0.875, -0.349], [-0.751, 0.816, 1.781], [-0.303, 0.091, 0.669], [0.699, -0.973, 1.737], [-0.753, -1.009, -0.906], [-1.683, -1.448, 0.547], [0.354, 0.401, -1.267], [1.570, 1.067, -0.139], [-0.022, 1.979, -0.328]], "lowdin_charge": [0.05, 0.16, -0.08, -0.28, -0.53, 0.18, 0.10, 0.11, 0.03, 0.12, 0.14], "e_homo_ev": -8.89, "multiplicity": 1, "homo_lumo_gap_ev": 8.95}

***

{"formula": "C4H8N2O2", "method": "ωB97M-V with the def2-TZVPD basis set", "symbols": ["O", "O", "N", "N", "C", "C", "C", "C", "H", "H", "H", "H", "H", "H", "H", "H"], "positions_angstrom": [[0.491, 1.170, -1.059], [-2.306, 2.072, 0.013], [-0.833, -0.742, -1.537], [-0.688, -0.131, 0.838], [1.663, 1.283, -0.283], [-0.587, 0.144, -0.477], [-1.598, 1.188, -0.145], [-0.255, -1.346, 1.475], [-1.102, -1.994, 1.761], [1.486, 0.991, 0.761], [1.992, 2.324, -0.293], [2.452, 0.642, -0.694], [0.267, -1.302, 2.431], [-0.906, -1.714, -1.274], [0.410, -2.042, 0.943], [-0.485, -0.543, -2.461]], "lowdin_charge": [-0.17, 0.27, 0.15, -0.02, -0.13, -0.59, 0.02, -0.15, 0.07, 0.08, 0.08, 0.08, 0.06, 0.09, 0.07, 0.10], "e_homo_ev": -8.66, "multiplicity": 1, "homo_lumo_gap_ev": 9.37}

***

no.,strongest force on any atom (Eh/bohr)
1,0.1035
2,0.0792
3,0.0657
4,0.0780
5,0.0878
6,0.0997
7,0.0396